Entry 1:
Formula: C31H45O3Tc
Source: the OMol25 dataset
Level of theory: ωB97M-V/def2-TZVPD

Structure (XYZ):
```
80
Properties=species:S:1:pos:R:3:lowdin_spin:R:1
O -0.63925 1.77333 -4.05229 0.0000
C 0.42436 2.66022 -4.55414 0.0001
C -0.63378 3.72694 -4.99643 0.0001
H 0.96883 2.17581 -5.37699 0.0000
H 1.07382 2.94029 -3.69350 0.0001
C -1.63181 2.85171 -4.11829 0.0001
H -0.94659 3.64358 -6.04046 0.0000
H -0.41533 4.76793 -4.75982 0.0000
C -2.93340 2.37935 -4.79520 0.0000
H -2.84182 1.52088 -5.48459 0.0000
H -3.47537 3.15684 -5.35436 0.0000
H -3.62698 2.05596 -4.00291 0.0000
C -1.89006 3.27623 -2.67568 0.0006
H -0.96435 3.33231 -2.08943 0.0001
H -2.55195 2.51329 -2.24888 0.0003
H -2.38047 4.24486 -2.54278 0.0000
Tc 0.06383 0.33670 0.80544 1.6162
C 0.99015 2.21999 1.90299 0.0571
C 2.31569 1.68982 1.80645 -0.0077
C 2.52868 1.25280 0.48155 0.1002
H 3.03740 1.70463 2.63290 -0.0007
C 1.32466 1.50180 -0.29955 0.0309
C 0.47852 2.32826 0.56570 -0.0026
H -0.29156 3.01351 0.23075 0.0015
H 0.54350 2.60421 2.83360 0.0026
H 3.45872 0.89908 0.06601 0.0085
H 1.14384 1.30457 -1.35475 0.0139
C -1.95022 0.11554 2.39756 0.0077
C -1.77202 1.32241 1.65468 -0.0218
C -1.77202 0.99867 0.24022 0.0267
H -1.84265 2.31354 2.11235 -0.0014
C -1.78304 -0.44206 0.13475 0.0505
C -1.90734 -0.96302 1.47729 0.0060
H -1.99209 -2.00463 1.75285 0.0016
H -2.13543 0.04409 3.46985 0.0008
H -1.84640 1.68043 -0.59372 0.0073
H -1.78478 -1.02440 -0.77883 0.0151
O -0.02441 -0.85999 -4.56616 0.0001
C -0.43747 -0.41176 -5.92123 0.0000
C 0.26021 -1.16137 -7.03279 0.0000
H -0.20887 0.66107 -5.94779 0.0000
H -1.52868 -0.48274 -6.03896 0.0000
C 1.23331 -2.10284 -6.30584 0.0000
H 0.77949 -0.43729 -7.66758 0.0000
H -0.45578 -1.73563 -7.62857 0.0000
C 0.91030 -1.95027 -4.80435 0.0000
H 2.24639 -1.71401 -6.47482 0.0000
H 1.13854 -3.15138 -6.62324 0.0000
H 1.81324 -1.71874 -4.20490 0.0000
H 0.49478 -2.88558 -4.37070 0.0000
C 2.05579 1.01039 5.64274 0.0067
C 0.75101 0.31845 5.99831 0.0115
C -0.44456 1.20479 5.69073 0.0076
C 0.63349 -1.08970 5.39101 0.1471
C 0.52111 -2.18928 6.22981 -0.0041
C 0.33810 -3.47440 5.72222 0.2100
C 0.29617 -3.69057 4.35151 -0.0017
C 0.46688 -2.64641 3.45653 0.1510
C 0.51372 -2.90345 1.95105 0.0326
C 1.93073 -3.20298 1.49355 0.0122
C -0.47797 -3.99393 1.53890 0.0039
C 0.63229 -1.30183 3.97192 0.1106
O 0.72178 -0.29724 3.19004 0.3702
H 2.15282 1.10109 4.55569 0.0000
H 2.89117 0.42326 6.03823 0.0002
H 2.07586 2.00563 6.09555 0.0006
H 0.74277 0.12886 7.07919 -0.0002
H -0.41929 1.52308 4.64577 0.0002
H -1.37073 0.65475 5.88804 0.0004
H -0.42315 2.08728 6.33708 0.0006
H 0.57651 -2.03716 7.30806 -0.0035
H 0.23780 -4.30481 6.42206 0.0105
H 0.13597 -4.70017 3.95400 -0.0033
H 0.23497 -1.95902 1.45035 0.0188
H 2.24659 -4.18506 1.86148 -0.0002
H 1.97622 -3.19355 0.40085 0.0026
H 2.61375 -2.44060 1.88230 0.0008
H -1.42997 -3.91313 2.07791 -0.0003
H -0.68556 -3.91333 0.46771 0.0007
H -0.05862 -4.98589 1.74195 0.0005
```

Summary:
spin multiplicity	4
⟨S²⟩	3.813
E_LUMO (alpha / beta)	-0.1205 / -0.1819	Ha
charge	+1

=====

Entry 2:
Formula: C31H46BClF3I2N4O24S6
Source: the OMol25 dataset
Level of theory: ωB97M-V/def2-TZVPD

Structure (XYZ):
```
118
Properties=species:S:1:pos:R:3:mulliken_charge:R:1
C 3.29815 -2.98812 0.49686 -0.8112
C 3.50553 -1.79612 -0.55508 -0.1399
C 2.26464 -1.55098 -1.49038 -2.5201
I 2.70233 -3.07407 -3.07365 0.2360
C 1.80847 -0.07855 -1.93019 2.3165
C 3.16498 0.62913 -2.21807 -0.1974
F 3.93180 1.11548 -1.18852 -0.1618
F 4.10567 -0.19125 -2.86282 -0.2412
F 3.20036 1.67403 -3.14141 -0.2510
C 0.99344 -0.40514 -3.30772 -0.1284
Cl 1.93625 -0.36266 -4.87043 -0.0866
N -0.05545 0.55111 -3.71080 -0.2517
C -0.95617 1.06203 -2.67889 -2.0116
C 0.00160 1.70037 -1.61643 1.3628
C -0.73836 2.76655 -0.72548 -0.8212
C -2.19091 3.25901 -1.19586 -1.0086
C -3.35424 2.29889 -0.80271 0.6644
O -3.68830 2.12521 0.34150 -0.5316
N -4.07713 1.62589 -1.89204 -0.1861
C -5.51655 1.54188 -1.61611 0.4156
C -6.05410 0.46589 -0.77972 -0.2239
C -7.49008 0.47175 -0.55891 -0.5396
C -8.38118 1.46709 -1.12961 -0.5673
C -7.79232 2.50537 -1.98175 -0.3942
C -6.34904 2.56217 -2.24827 -0.4036
N 0.87942 2.61895 -2.38231 -0.4461
C 0.43977 3.46095 -3.12831 0.3125
S -0.25595 4.40018 -4.24045 -0.2096
N 0.83360 0.60683 -0.92416 1.8380
C -0.06445 -0.44909 -0.33297 -0.6376
B -1.36099 -0.18750 0.52749 0.3267
O -1.34395 0.45317 1.81302 -0.7050
O -2.62615 -0.61199 0.10093 -0.5626
C 1.46495 1.26941 0.24775 -0.3911
C 2.36180 0.58108 1.30581 -1.1441
O 2.27639 -0.46395 1.87220 -0.2917
I 4.02230 1.80192 2.09303 0.0988
H 3.55953 -2.65282 1.53635 0.2566
H 2.25948 -3.38761 0.50412 0.0714
H 3.99174 -3.84037 0.26427 0.2822
H 3.93739 -0.95213 0.02316 0.2497
H 4.39123 -2.15929 -1.14967 0.7897
H 1.45720 -2.22541 -1.10243 -0.0282
H 0.40204 -1.35814 -3.16327 0.3236
H -0.52451 0.15813 -4.52834 0.4256
H -1.61819 1.77582 -3.23595 0.5903
H -1.64424 0.24870 -2.32892 0.1224
H -1.00751 2.49497 0.34135 0.3523
H -0.17519 3.72552 -0.54191 0.4548
H -2.36217 4.20503 -0.60509 0.5978
H -2.23235 3.56216 -2.26660 0.2544
H -3.70697 0.66528 -1.88470 0.3380
H -5.39798 -0.30197 -0.31434 0.2322
H -7.94487 -0.32935 0.06886 0.3174
H -9.47890 1.49305 -0.95828 0.3589
H -8.42659 3.28957 -2.45185 0.3285
H -5.87245 3.32935 -2.89407 0.4284
H -0.40608 -1.17486 -1.13017 0.0033
H 0.49135 -1.13377 0.38261 0.4832
H -0.90910 -0.13550 2.46193 0.1437
H -3.10201 -0.86120 0.91820 0.2750
H 0.74645 1.69407 1.01424 0.8248
H 2.00871 2.19102 -0.10837 1.0498
C -1.23364 7.66073 -5.90066 -0.3029
C -2.19129 8.79418 -6.21623 -0.4031
O -3.05522 8.27372 -7.22900 -0.3086
S -3.25261 6.68835 -6.99752 1.0183
O -4.47001 6.48491 -6.29100 -0.5188
O -2.94633 6.01574 -8.21003 -0.5228
O -2.02854 6.47274 -5.96089 -0.2052
H -0.44791 7.58383 -6.65634 0.2865
H -0.77945 7.76572 -4.91637 0.3165
H -1.67799 9.68602 -6.57018 0.3166
H -2.80376 9.04856 -5.34715 0.2999
C 8.35511 3.98138 4.68318 -0.3171
C 7.81468 5.18139 5.43631 -0.3876
O 6.65803 5.58644 4.69734 -0.2884
S 5.96694 4.28681 4.04102 0.8929
O 4.89723 3.87053 4.88262 -0.4829
O 5.79879 4.52071 2.64687 -0.4804
O 7.19646 3.26247 4.24766 -0.2101
H 8.91775 4.28919 3.79866 0.2831
H 8.98283 3.34937 5.30885 0.3017
H 8.53599 5.99368 5.49744 0.3127
H 7.49289 4.90522 6.44367 0.2925
C -1.13083 -6.92905 -1.12846 -0.5640
C 0.36162 -6.87041 -1.36081 -0.0877
O 0.63889 -5.49091 -1.64143 -0.2238
S -0.39706 -4.57193 -0.81082 1.1032
O 0.24554 -4.13160 0.38489 -0.4850
O -1.02595 -3.66711 -1.71813 -0.7298
O -1.44798 -5.72714 -0.41594 -0.3170
H -1.67914 -6.91937 -2.07354 0.3588
H -1.42181 -7.80477 -0.55011 0.3251
H 0.67605 -7.50265 -2.18885 0.3322
H 0.91215 -7.14945 -0.45995 0.1935
C 0.49308 -2.56594 5.41063 -0.0986
C -0.18515 -1.49976 6.24906 -0.4654
O -1.36716 -1.15752 5.51848 -0.3144
S -1.90642 -2.46293 4.73742 0.9173
O -2.93604 -3.05886 5.51000 -0.5987
O -2.07598 -2.12214 3.36379 -0.3866
O -0.57368 -3.36463 4.88697 -0.1414
H 1.03329 -2.12394 4.56871 0.0517
H 1.17613 -3.17920 5.99634 0.3677
H 0.44358 -0.62381 6.39598 0.3563
H -0.49069 -1.89418 7.22132 0.3186
C 0.30453 -6.46668 4.12214 -0.0048
C 1.21189 -7.62975 4.47285 -0.4203
O 0.68533 -8.73811 3.73981 -0.3474
S 0.04944 -8.20546 2.35732 1.1257
O 1.01894 -8.38076 1.32109 -0.6098
O -1.28161 -8.69143 2.25590 -0.5624
O -0.00124 -6.63815 2.73606 -0.1498
H -0.63080 -6.50914 4.68538 0.2446
H 0.78332 -5.50401 4.28985 0.0260
H 1.22119 -7.84388 5.53975 0.3393
H 2.23455 -7.45213 4.12933 0.3215
```

Summary:
spin multiplicity	1
E_LUMO	-0.1045	Ha
charge	+1

=====

Entry 3:
Formula: C31H46BCoN7O4S4
Source: the OMol25 dataset
Level of theory: ωB97M-V/def2-TZVPD

Structure (XYZ):
```
94
Properties=species:S:1:pos:R:3:nbo_charge:R:1
Co -0.37910 -0.08390 -0.12190 1.2524
C 1.96270 -3.58130 0.58500 -0.6301
C 3.23760 -2.98950 1.19000 0.1449
C 4.31820 -2.75630 0.13090 -0.6214
C 3.77220 -3.94670 2.25450 -0.6210
N 2.93050 -1.68300 1.79790 -0.3505
C 3.19210 -1.32260 3.09030 -0.0623
C 2.82080 -0.02820 3.23550 -0.0522
N 2.33170 0.41930 2.04360 -0.5335
B 1.87580 1.88680 1.88530 0.5809
N 0.42160 2.10120 2.36760 -0.4892
C -0.01200 3.34780 2.71580 -0.0150
C -1.29200 3.24650 3.14510 -0.0422
N -1.65480 1.92900 3.08360 -0.3214
C -0.60650 1.25070 2.56850 0.2202
S -0.53790 -0.41220 2.15120 0.2109
C -2.99020 1.46990 3.51700 0.1402
C -4.00210 1.92920 2.46390 -0.6136
C -3.05740 -0.04380 3.68370 -0.6437
C -3.27220 2.10160 4.88440 -0.6115
N 2.06300 2.35630 0.42730 -0.5324
C 3.30690 2.66650 -0.04390 -0.0453
C 3.19360 3.04630 -1.33760 -0.0644
N 1.87240 2.96550 -1.67700 -0.3578
C 1.19900 2.52680 -0.58960 0.3191
S -0.48780 2.22650 -0.49220 -0.3707
C 1.29880 3.30030 -2.99030 0.1590
C 2.40300 3.78500 -3.93030 -0.6235
C 0.64660 2.04610 -3.57780 -0.6374
C 0.27900 4.42470 -2.79350 -0.6271
C 2.39160 -0.61010 1.17770 0.3034
S 1.84360 -0.55780 -0.45310 -0.3381
H 2.14760 -4.60940 0.28730 0.2292
H 1.64280 -3.03380 -0.29640 0.2410
H 1.15450 -3.57500 1.31350 0.2144
H 4.62050 -3.70360 -0.30480 0.2289
H 5.19190 -2.29420 0.58650 0.2149
H 3.95370 -2.11040 -0.66320 0.2315
H 3.97930 -4.90330 1.78300 0.2401
H 3.04160 -4.11530 3.04120 0.2193
H 4.70140 -3.58540 2.68730 0.2165
H 3.61820 -1.98120 3.81490 0.2482
H 2.87250 0.61020 4.09260 0.2407
H 2.57810 2.55160 2.57490 -0.0252
H 0.62190 4.20600 2.64110 0.2486
H -1.95730 4.01710 3.47010 0.2461
H -3.72850 1.54520 1.48300 0.2222
H -4.05760 3.01280 2.40700 0.2156
H -4.98610 1.54670 2.71690 0.2331
H -2.97200 -0.57730 2.74190 0.2655
H -4.02150 -0.30380 4.11500 0.2398
H -2.28540 -0.39180 4.36600 0.2162
H -3.28620 3.18600 4.85130 0.2107
H -2.53050 1.77580 5.61050 0.2231
H -4.24250 1.76630 5.23410 0.2357
H 4.17230 2.60380 0.57990 0.2367
H 3.95600 3.37080 -2.01260 0.2453
H 3.14260 3.01070 -4.11790 0.2176
H 2.89520 4.67160 -3.53960 0.2181
H 1.95350 4.05100 -4.88260 0.2377
H 1.36830 1.23340 -3.63410 0.2149
H 0.28410 2.26280 -4.57840 0.2254
H -0.19760 1.71950 -2.97570 0.2380
H 0.75680 5.29180 -2.34260 0.2150
H -0.53780 4.10340 -2.15330 0.2349
H -0.13520 4.72040 -3.75220 0.2263
C 1.35860 -1.69330 -6.18440 -0.6338
C 0.12150 -2.29310 -5.58810 0.0158
C -0.14440 -3.65130 -5.72890 -0.2055
C -1.31540 -4.19420 -5.23390 -0.1992
C -2.23140 -3.37850 -4.59750 -0.2644
C -1.98430 -2.02880 -4.42630 -0.2098
C -0.80230 -1.49570 -4.91460 -0.2146
S -3.76420 -4.16280 -4.12470 2.2942
O -4.65220 -4.19780 -5.24620 -0.9242
O -3.46290 -5.38810 -3.43980 -0.9372
N -4.43840 -3.06590 -3.03560 -0.8705
C -3.90860 -3.12720 -1.69920 -0.2229
C -4.13360 -1.78990 -0.97510 -0.5176
C -2.86540 -1.39750 -0.21680 0.8184
O -2.76750 -1.62720 0.97780 -0.6475
O -1.95290 -0.84530 -0.92040 -0.8410
H 2.05530 -2.46690 -6.49740 0.2216
H 1.85930 -1.03390 -5.47820 0.2134
H 1.09430 -1.10040 -7.06020 0.2289
H 0.56410 -4.28720 -6.24090 0.2182
H -1.53850 -5.24540 -5.33390 0.2413
H -2.70010 -1.40210 -3.92000 0.2377
H -0.60190 -0.44160 -4.78550 0.2080
H -5.44750 -3.07500 -3.09070 0.4109
H -2.84020 -3.32510 -1.81160 0.2149
H -4.32920 -3.95640 -1.11890 0.2080
H -4.95040 -1.86830 -0.25920 0.2275
H -4.36750 -1.02430 -1.71400 0.2367
```

Summary:
spin multiplicity	5
⟨S²⟩	6.018
E_LUMO (alpha / beta)	-0.0665 / -0.2170	Ha
charge	+1

=====

Entry 4:
Formula: C31H46ClFN8O7S2SiTi
Source: the OMol25 dataset
Level of theory: ωB97M-V/def2-TZVPD

Structure (XYZ):
```
98
Properties=species:S:1:pos:R:3:mulliken_charge:R:1
Ti -0.00076 0.51341 1.29515 -0.8020
C -3.62596 -1.90364 1.67123 -2.5798
C -2.66578 -0.78035 1.51178 0.3132
N -1.40050 -0.83969 1.69324 1.7591
N -0.63764 -1.77041 2.26457 -1.3696
C -0.98202 -2.10544 3.53161 0.2914
N -0.18261 -3.06528 4.05909 -0.2639
S -2.24489 -1.45792 4.43946 -0.4285
C -3.04677 0.54618 1.01873 1.1165
C -4.36558 0.93833 0.87079 -0.9058
C -4.63385 2.25694 0.54046 -0.8175
C -3.57518 3.12407 0.36416 -1.0777
C -2.27853 2.64547 0.49890 -0.4938
N -2.00441 1.38562 0.81626 1.3974
H -4.33517 -1.70156 2.47446 0.4402
H -4.17110 -2.04073 0.73556 0.5097
H -3.09177 -2.81760 1.91917 0.4203
H 0.63851 -3.34163 3.54560 0.2389
H -0.23958 -3.23991 5.04846 0.2382
H -5.15912 0.22821 1.04378 0.5838
H -5.65402 2.59962 0.43824 0.4442
H -3.73278 4.16528 0.12371 0.5650
H -1.42903 3.29559 0.35270 0.5989
C 3.61345 0.41522 -4.07187 -1.6932
C 2.36017 -0.44586 -3.94918 1.7722
C 1.80682 -0.78585 -5.32916 -1.6672
C 2.65276 -1.71385 -3.15694 -1.2609
O 1.39090 0.36260 -3.27216 0.4153
Si 0.02127 -0.02619 -2.47833 -1.8479
S 0.37890 -0.89124 -0.58511 -0.5954
O -0.73127 -1.13940 -3.41196 1.1102
C -1.89266 -1.95048 -3.19913 1.9513
C -2.88849 -1.23816 -2.28931 -1.2504
C -2.50122 -2.17756 -4.57944 -1.8640
C -1.45084 -3.27251 -2.58349 -1.6373
O -0.83976 1.34973 -2.34340 0.9260
C -1.03471 2.31831 -3.38274 1.8138
C 0.15117 3.27401 -3.36549 -1.4666
C -2.33152 3.05662 -3.06555 -1.6649
C -1.15144 1.62100 -4.72913 -1.5678
H 4.42753 -0.14895 -4.52474 0.4071
H 3.93061 0.75914 -3.08946 0.2355
H 3.41310 1.29237 -4.68642 0.3623
H 2.51319 -1.40581 -5.88102 0.5246
H 1.62846 0.12536 -5.89977 0.3023
H 0.86825 -1.32790 -5.22855 0.1112
H 3.44771 -2.27916 -3.64216 0.5724
H 1.76630 -2.34377 -3.10059 0.1613
H 2.96192 -1.46918 -2.14095 0.1035
H -3.15996 -0.26860 -2.70571 0.0254
H -2.45522 -1.08145 -1.30039 0.1091
H -3.79243 -1.83950 -2.18356 0.7300
H -2.82611 -1.23292 -5.01453 0.3571
H -3.36026 -2.84520 -4.51486 0.4163
H -1.76176 -2.62525 -5.24196 0.3362
H -0.96532 -3.10517 -1.62271 0.2448
H -0.74922 -3.77803 -3.24657 0.3298
H -2.31204 -3.92373 -2.43295 0.4617
H 0.28488 3.67391 -2.36196 0.2364
H -0.01813 4.10217 -4.05520 0.4847
H 1.06345 2.75360 -3.65285 0.0387
H -2.19543 3.72731 -2.22424 0.3057
H -3.11634 2.34280 -2.81705 0.2656
H -2.65518 3.64713 -3.92281 0.4712
H -0.26394 1.02562 -4.94577 0.2024
H -1.26261 2.37051 -5.51178 0.6306
H -2.02168 0.96569 -4.75122 0.1802
F 0.81868 -2.06154 6.68429 -0.4574
C 1.37750 -0.89970 6.32252 0.4161
C 0.63189 0.13191 5.90884 -0.2380
N 1.19645 1.31867 5.51046 0.1318
C 0.35246 2.38484 5.01868 -1.1973
C -0.43856 1.99342 3.78094 0.6244
O -1.40288 2.63701 3.44119 -0.6394
O 0.05323 0.96120 3.14675 0.1774
C 2.56528 1.50406 5.49517 0.5803
O 3.09918 2.52168 5.11725 -0.6610
N 3.29269 0.41802 5.94482 0.0442
C 2.83128 -0.82341 6.36694 -0.0155
O 3.58687 -1.70395 6.70837 -0.6320
H -0.44373 0.04598 5.82519 0.6973
H 1.01423 3.20934 4.74192 0.3441
H -0.34178 2.73746 5.78297 0.3895
H 4.29632 0.53950 5.93180 0.2466
N 3.28581 0.49402 -0.06212 -0.0315
C 3.24698 -0.22532 1.07293 0.8929
C 4.39090 -0.97415 1.43643 -0.8260
C 4.39679 -1.68340 2.60199 -1.0665
C 3.26893 -1.63561 3.42960 -0.9921
C 2.19744 -0.89309 3.01090 -0.7566
N 2.14237 -0.21460 1.84452 1.2106
H 4.10107 0.44791 -0.64324 0.2275
H 2.47733 0.99759 -0.38948 -0.4140
H 5.24498 -0.96688 0.77566 0.3828
H 5.26550 -2.26305 2.88362 0.4747
H 3.23686 -2.15315 4.37691 0.5372
H 1.31430 -0.81297 3.63009 0.8937
Cl 0.81685 2.46626 0.53912 -0.6010
```

Summary:
spin multiplicity	1
E_LUMO	-0.0448	Ha
ΔE to the lowest compared entry with this formula, charge and spin	13.8	kcal/mol
charge	0

=====

The records above yield F_max values of 4.95, 5.99, 1.22, 1.35 eV Å⁻¹, respectively.